Entry 1:
92
Properties=species:S:1:pos:R:3:forces:R:3 method="wB97M-V/def2-TZVPD" energy_ha=-6486.41641 lumo_ev=-6.95 total_charge=+1
C 2.694585 -2.944343 -1.460097 -0.8 0.0 1.2
C 1.474844 -2.628112 -2.356328 0.2 -1.0 -0.5
O 1.448115 -1.311820 -2.905813 -0.3 0.7 0.4
C 1.413528 -0.333500 -1.886893 -0.2 -1.8 0.7
N 0.408173 0.761007 -2.092284 -0.6 0.4 0.2
C -0.901755 0.242494 -2.643932 -0.1 -1.7 -0.2
C -1.507048 -0.975150 -1.855171 -2.0 1.3 -1.1
C -3.009050 -0.552773 -1.466063 2.4 -0.3 0.9
F -3.459073 -1.545132 -0.619622 -0.6 -0.3 -0.6
C 0.823679 1.857826 -3.053861 0.8 0.5 -1.3
C 2.124382 1.607101 -3.833522 0.4 0.8 0.2
C 2.428747 2.911880 -4.611951 -0.3 -0.3 -0.1
Cl 3.646008 3.923015 -3.741637 -0.3 -0.2 -0.2
C 0.138355 1.346827 -0.722081 -0.2 1.2 0.9
C 1.383788 1.966773 -0.044050 0.1 -0.3 -0.7
C 1.790722 1.263218 1.249413 1.4 1.2 -0.2
N 3.079572 1.621562 1.802629 -0.9 1.5 -1.3
O 1.123810 0.492536 1.836511 -1.3 -1.3 0.5
H 3.233844 -3.843907 -1.762570 0.1 0.4 -0.3
H 2.305550 -3.170065 -0.453175 0.2 0.0 -0.2
H 3.367953 -2.091422 -1.324340 0.0 -0.2 -0.5
H 0.516490 -2.895319 -1.834677 0.7 0.6 -0.1
H 1.531853 -3.311979 -3.213335 0.0 0.4 -0.1
H 2.409802 0.047971 -1.657053 -0.2 0.5 -0.5
H 1.094932 -0.862478 -0.973637 -0.1 0.5 0.0
H -1.617384 1.068283 -2.721894 0.4 0.1 0.5
H -0.690742 -0.055996 -3.682478 0.1 0.1 0.2
H -1.030193 -1.227333 -0.903448 0.0 -0.2 -0.3
H -1.609956 -1.842534 -2.576632 1.1 3.9 3.6
H -3.647601 -0.403342 -2.342856 -0.1 -0.1 0.2
H -2.916681 0.346874 -0.845303 -0.3 0.1 -0.4
H 0.913083 2.837859 -2.571296 0.0 -0.5 0.5
H 0.039957 1.993149 -3.806106 0.0 -0.3 0.3
H 2.085094 0.771894 -4.538039 -0.3 0.0 0.3
H 2.965481 1.490313 -3.137576 -0.1 -0.3 -0.2
H 1.532217 3.531014 -4.708203 0.2 -0.1 0.0
H 2.772830 2.691477 -5.622999 0.2 0.1 0.2
H -0.280482 0.608772 -0.024207 0.1 -0.2 -0.4
H -0.623138 2.147707 -0.830515 0.3 -0.6 -0.3
H 2.241203 1.986617 -0.734912 -0.1 0.1 0.2
H 1.185451 3.022529 0.181070 0.1 -0.2 0.1
H 3.482009 2.323667 1.173410 0.2 -0.2 0.1
H 2.888690 2.163318 2.664620 0.0 -0.9 -0.5
C 7.229373 1.712332 3.662221 0.5 0.3 0.2
C 6.615150 2.946636 4.327706 0.3 0.1 -0.7
O 5.725068 3.610889 3.441725 0.1 0.2 -0.5
H 7.765115 1.999957 2.756386 0.1 0.0 0.1
H 7.930463 1.208893 4.338545 0.1 0.0 -0.1
H 6.465891 0.999848 3.358397 0.1 0.0 -0.2
H 7.426317 3.626929 4.583738 -0.2 0.2 -0.1
H 6.077059 2.707956 5.239273 0.4 0.0 0.3
H 4.983636 3.004394 3.223771 1.0 0.8 0.3
Br 4.227344 1.421798 4.425488 -1.5 -2.0 1.7
Al 5.590993 -0.302560 5.265435 -0.1 0.1 0.3
O -0.727009 -0.180739 -8.081733 -0.1 0.0 0.3
Cl 0.422068 -0.362309 -7.242157 0.1 -0.2 -0.9
O 0.129338 0.156657 -5.902739 -0.1 0.0 0.6
O 1.550893 0.340533 -7.786577 0.0 0.1 0.4
O 0.731337 -1.774377 -7.145028 -0.1 0.0 0.5
O -0.981894 -1.330922 4.371800 -0.1 0.0 -0.2
S -1.863549 -1.200928 3.202589 0.7 0.4 0.3
O -2.201119 0.219583 3.015987 -0.3 -0.1 0.0
O -3.108742 -1.964871 3.385778 -0.4 -0.2 -0.1
O -1.172288 -1.722194 2.013297 0.1 -0.3 -0.4
C -2.266628 5.663800 -0.542407 0.0 -0.1 -0.1
C -2.631434 4.261941 -0.125914 -0.2 -0.2 0.2
O -2.644072 3.325794 -0.927488 0.3 -0.1 -0.2
N -2.950561 4.047739 1.167118 0.2 0.1 -0.3
C -2.995580 5.010375 2.255173 -0.1 -0.4 0.1
H -2.038555 5.670805 -1.604941 0.0 -0.1 0.0
H -3.101306 6.341632 -0.363332 0.1 0.1 0.1
H -1.386704 6.005863 0.004378 -0.1 0.1 0.1
H -3.183638 3.086003 1.372887 0.0 0.0 0.1
H -2.302125 4.693827 3.034946 0.0 0.1 0.1
H -4.003796 5.027975 2.669015 0.0 0.2 0.1
H -2.728697 6.007370 1.921044 0.0 0.0 -0.1
Na 4.812769 -1.413937 2.349972 -0.3 0.3 0.0
C -4.990323 -4.730271 2.805107 0.1 0.2 -0.2
C -6.048796 -5.817499 2.718768 -0.3 -0.2 0.3
C -5.202460 -7.073173 2.856039 0.6 1.4 -0.4
O -4.094965 -6.736088 3.661888 -0.2 0.1 -0.4
C -4.025879 -5.316260 3.818117 -0.3 0.1 0.3
H -5.380862 -3.759425 3.102666 0.1 0.0 0.0
H -4.492822 -4.616204 1.837844 0.0 0.1 0.1
H -6.738861 -5.732405 3.563128 0.0 0.0 0.0
H -6.633984 -5.797884 1.800893 0.0 -0.1 0.0
H -4.820814 -7.414742 1.891446 -0.2 -0.5 0.1
H -5.749340 -7.942402 3.327429 0.4 -1.1 -0.3
H -4.323917 -5.071091 4.844917 0.1 0.1 0.0
H -2.998372 -4.985749 3.672086 0.2 -0.1 0.1
F -5.284458 -9.552928 2.792014 -0.3 0.4 0.3
Cs -1.860909 -3.331048 -3.705792 -0.6 -3.3 -2.9

---

Entry 2:
14
Properties=species:S:1:pos:R:3:forces:R:3 method="wB97M-V/def2-TZVPD" energy_ha=-456.84464 e_above_lowest_kcal_mol=110.6 lumo_ev=0.30
C -0.617755 -0.424261 2.113571 -0.3 -0.9 0.3
C 0.394290 -0.913057 -1.385588 0.0 0.0 0.0
C 0.318803 1.017561 -0.019854 -0.3 -0.8 1.3
C 0.428923 2.335229 0.001585 -0.1 -0.2 -0.2
O 0.369211 0.399884 -1.285674 0.1 0.0 -0.4
O 0.432717 -1.250263 -2.678527 0.0 0.2 0.0
O -1.215085 -1.494208 1.678192 -0.2 0.6 0.3
O 0.383075 -1.729580 -0.489027 -0.1 0.0 0.1
H 0.445613 -2.215846 -2.746212 0.0 0.1 0.2
H -0.668032 -1.885989 0.958353 0.2 0.1 0.1
H -1.313475 0.095110 2.798598 -0.2 -0.3 0.1
H 0.121123 0.283577 1.014038 0.8 1.3 -1.9
H 0.580876 2.918917 -0.897120 0.0 0.0 -0.1
H 0.339716 2.862927 0.937666 0.1 0.0 0.1